Formula: C31H52I3N4O36S9
Source: OMol25
Level of theory: ωB97M-V with the def2-TZVPD basis set

```
135
Properties=species:S:1:pos:R:3
O -0.56418 -0.57812 -2.54832
C 5.64879 8.20407 2.89592
H -1.25279 7.28436 2.59492
H 6.69016 7.88583 2.80623
H -1.08724 2.80457 -6.19909
H -3.39226 3.59820 2.50463
C 5.74923 -2.24730 -5.54112
S -1.58372 -1.28683 -3.60601
H 1.30484 8.00448 3.06369
H -7.11123 -1.77347 8.66518
O 8.59551 -1.02893 -0.39645
N -5.12690 0.19443 2.22995
C -11.27500 -1.05556 0.07601
N -7.10561 -2.46167 3.75005
O 8.13871 -3.57874 -6.35268
O 4.76230 -2.91127 -4.75507
H -4.57499 2.12664 1.41487
O -2.78306 -1.74561 8.95397
H -10.00058 0.49236 -0.80421
C 0.72628 -1.16944 -2.68182
O -3.12042 2.50108 -8.05462
I -8.85918 -2.20940 4.88208
H -11.78086 -1.53470 -0.76649
H -9.37357 -1.17068 -0.97440
H 8.86441 0.32750 1.15473
H 7.41228 -2.39956 -4.14738
C -4.27955 -2.23056 1.96616
C 9.13399 0.19382 0.10367
O 1.34757 3.88347 2.47847
C -2.74712 1.30402 2.49753
H -2.82612 -1.76615 3.67175
C -5.71652 -2.56541 7.17763
H 10.22391 0.14921 0.01076
H -5.83664 -0.62894 8.16102
O -4.30257 -2.73819 7.23838
H -3.44709 2.77775 4.23920
C -6.06238 -1.67934 8.37136
O -2.21889 -0.25370 -4.39063
O 4.72140 -3.03222 -2.26086
S 8.20774 -4.98639 -6.67655
O -9.18868 -0.37415 0.90346
O 9.52152 -5.61396 -5.94130
O -2.03999 2.78214 -10.29018
H 5.92102 9.64011 1.28499
C -0.88191 -3.85848 3.72388
O 4.62607 11.46171 3.77596
H 7.29404 -0.81264 -4.95757
H 7.73881 -7.69324 -5.55129
C -2.86460 2.80615 3.22389
H -3.05370 1.35916 -6.31970
C 0.08964 -5.17946 3.75844
O -10.03971 -0.99039 3.16916
S -1.99226 3.28145 -8.93563
O 9.32410 -1.54801 -2.72965
H 5.01936 7.33327 3.10769
H 7.51921 1.52054 -0.49992
H 1.50545 -0.46852 -2.37297
C -1.92574 -4.54908 1.14238
H -6.18165 -3.55240 7.27160
H 9.81464 -7.02613 -4.44264
H 5.24826 -1.46640 -6.12297
O -2.06129 4.68910 -8.61176
C 6.72224 -1.64205 -4.53283
S 8.28309 -0.87408 -1.98903
C -4.08799 1.04277 1.53228
S 4.56744 -2.10009 -3.35349
O 3.42066 -1.23002 -3.49139
O 3.07149 9.54654 4.38380
H 4.86687 8.26476 0.85384
O 6.87523 -1.12873 -2.19930
H -2.17978 -1.34987 1.85200
C -1.88265 -3.53473 2.42956
N -7.20961 0.00474 3.54678
C 0.83944 -1.55324 -4.15477
C -9.91630 -0.48239 -0.31786
S 1.03069 4.95176 1.55680
I -0.94786 1.39412 1.23628
I -3.58198 0.39825 -0.50591
C -0.37523 6.64594 2.72177
C 9.11867 -6.23114 -4.72082
H -1.78504 3.26780 3.43229
H -0.38536 1.24171 -6.70172
H 6.23729 -2.94964 -6.22104
O -0.47202 5.48765 1.89608
C -1.08133 2.03670 -6.97990
C 0.08258 -6.20306 2.47161
H 0.81612 -7.13639 2.49510
C 0.91496 7.33776 2.28990
O -2.32494 -2.30963 -2.90202
C 7.71024 -6.75683 -4.98484
H 1.58787 -2.33245 -4.32202
H -2.67962 0.54085 3.38994
S 4.20815 10.08321 3.66885
C -0.93270 -5.89400 1.18653
H -0.84620 -3.12520 4.64374
H -6.00948 -2.11536 6.22611
H -0.31463 6.31386 3.76359
N -5.23977 -1.16827 2.45082
O 8.53113 0.73437 -2.09771
O -0.67848 2.65388 -8.20039
H -6.44860 2.15574 2.89312
H -0.89200 -6.66054 0.27471
H -4.29101 -2.32323 0.77732
C -2.48976 1.51101 -7.24392
H 0.77372 -5.34684 4.71110
O 7.07958 -5.76676 -5.79554
O 1.84179 6.28575 2.02636
H 0.76832 7.90251 1.36356
S -3.83379 -2.72481 8.80058
O -5.20862 -2.11372 9.42853
O 1.15548 4.81809 0.12398
O -3.70508 -4.09493 9.24480
H 1.07836 -0.68121 -4.77205
C -6.25917 0.99304 2.86525
H 9.14723 2.20506 -0.76219
H -4.71735 -3.27204 2.35199
H -6.68743 -3.42670 3.60348
O 4.03644 9.71393 2.09023
O -0.45618 -2.01952 -4.52780
H 7.14630 -6.90869 -4.06062
C 5.15873 8.94757 1.65626
O 5.91383 -1.18581 -3.44954
C -6.52305 -1.31555 3.26682
H -2.46119 0.57460 -7.81037
H -11.92336 -0.27970 0.49580
H 9.11276 -5.46327 -3.94000
O -8.69554 -2.65133 1.79493
O -11.00350 -2.00968 1.10126
C 8.55117 1.28965 -0.78468
H -2.61827 -4.31520 0.22227
S -9.65392 -1.57411 1.90550
C -2.75580 -2.12010 2.55851
O 5.49595 9.12870 3.97038
H 0.75948 -2.05609 -2.03988
O 8.16002 -5.48570 -8.03110
```

Values from the calculation:
Kohn-Sham gap = 6.285 eV
net charge = +1
2S+1 = 1
max |F| = 0.3155 Eh/bohr

***

Formula: C31H52IN2O11
Source: OMol25
Level of theory: ωB97M-V with the def2-TZVPD basis set

```
97
Properties=species:S:1:pos:R:3
O 3.08750 -4.89103 -1.79663
C 3.07107 5.70691 5.55347
I 0.42141 -6.24035 -0.28232
C 6.00601 -0.66020 -6.79788
H 1.57621 -1.84155 -5.96116
H -5.33518 2.22607 -2.31450
H 0.89211 -1.59112 2.41599
C 0.59994 -2.20110 -2.34195
H -4.92696 -1.78812 -0.56784
C 2.94909 -2.57294 2.15528
H -8.45097 3.36100 3.63047
C 1.11294 -2.82405 -6.05833
H -6.53355 3.30591 -3.05197
O 5.58765 0.90904 6.07281
H -5.43661 -0.08001 -0.39915
O -6.99375 0.35758 -2.30580
H -7.15522 -0.78384 1.53696
C 4.48043 1.75376 4.14647
H -6.47010 -1.65410 2.92118
C 2.47007 -3.86486 -2.12829
C 1.92675 -1.57732 2.84671
H 3.90456 -2.09989 1.81294
O -4.17177 -0.90613 2.28240
H -7.56890 1.14876 -5.22198
C 1.41661 -2.64327 -0.01320
H 4.95885 1.70273 3.16589
H 1.72596 4.26924 4.73248
C -1.35503 -3.86430 -0.85935
H 7.06901 2.92965 4.28506
H 2.57047 7.64848 6.30534
C 4.62659 -0.50460 -6.20885
C 6.50236 2.92867 5.21819
O 2.04836 1.31123 1.31639
C -7.43087 3.18670 3.97464
H 4.99251 0.92334 -4.65748
O 2.89389 -3.17765 -3.16195
H 2.46473 -3.77107 -9.12261
H -8.66209 2.12373 -4.19247
H -5.44038 2.33075 -4.08134
H -7.31532 3.62780 4.96660
H -6.64627 -2.49261 1.36857
C -7.17178 1.70238 4.03890
H 4.27732 7.20077 6.48299
H 3.85607 2.64690 4.21547
O 2.49448 -0.23509 2.89852
C 5.52881 1.77864 5.22748
C -6.42131 -1.53322 1.83858
H 0.44438 -2.39433 0.49500
C -5.03740 -1.08212 1.44774
H 0.06962 -2.75137 -5.74822
C 1.17928 -3.28135 -7.48897
H 7.19905 2.81970 6.05085
H 5.92162 -0.98498 -7.83581
C -5.80752 1.25784 4.49569
H 1.62135 -3.54387 -5.41273
O 3.63209 -0.72919 -6.86478
C 3.25338 6.83032 6.54192
H 3.11714 -4.18441 -7.52474
H 5.96232 3.87042 5.33313
O 0.17472 -3.51411 -8.13588
H -3.74090 -0.53794 -0.15375
H 3.16401 -3.99218 0.50399
N 0.16817 -1.35779 -2.99066
C 4.53170 -0.06059 -4.77361
C -7.02035 1.22292 -3.15323
H 3.48263 0.00696 -4.48472
H -8.70946 0.35214 -4.12222
H 0.96140 5.79913 5.20097
H 3.37899 -0.12241 0.88773
H 1.89034 -1.64462 -0.25865
C -4.77399 -0.85887 -0.01697
H 6.53184 0.29632 -6.77143
H 3.06954 6.46783 7.55514
O -8.02891 0.89978 3.73453
C -0.01546 -4.43074 -1.38331
C 2.29473 -3.47360 0.99312
C -6.01828 2.34876 -3.15546
H 1.68515 -4.24596 1.54806
H 6.56550 -1.41299 -6.23940
H 3.24673 -3.32347 2.94951
C 2.64533 0.31714 1.63066
H 3.07219 -2.48009 -8.06937
C 2.55224 -3.43754 -8.08661
H -5.76276 0.16905 4.49238
H 3.85059 0.87626 4.27385
H 5.02571 -0.78752 -4.12613
O 3.98160 5.33896 4.84236
H -5.04405 1.64053 3.81594
H -5.62122 1.61339 5.51148
H 1.46057 4.61849 6.45089
H -0.18394 -4.73314 -2.45441
N -2.27892 -3.35255 -0.41399
C 1.15022 -3.34910 -1.40873
H -6.73898 3.65487 3.27183
C 1.71238 5.05908 5.48422
H 1.81690 -1.89129 3.92590
C -8.05697 1.21662 -4.24781
```

Values from the calculation:
Kohn-Sham gap = 7.253 eV
net charge = -1
2S+1 = 1
max |F| = 0.0943 Eh/bohr

***

Formula: C31H53AsFN6O3RuS2Si3Te
Source: OMol25
Level of theory: ωB97M-V with the def2-TZVPD basis set

```
102
Properties=species:S:1:pos:R:3
H -0.11639 -4.80835 6.03118
C 0.50251 1.36505 -1.93532
C 0.25711 2.30575 -4.14562
H 1.92881 6.19875 -2.07912
C 2.16391 -4.69645 1.52298
C -0.36529 2.29565 -8.07582
C 0.59891 1.49245 -0.49362
H 3.55651 -2.12305 3.83608
C -3.91889 0.81655 2.52208
H -0.72009 -5.45295 2.01948
C 0.75971 2.82955 -0.01692
H 1.25711 -1.55275 6.70838
O 0.02751 2.55535 2.21368
N 3.84401 2.22735 4.70248
C 0.35661 4.91585 -3.03872
H -1.99459 -5.65235 0.83328
O 1.90391 3.67445 1.90388
As 0.15591 -1.95925 2.47828
H 1.72941 -0.92165 5.13088
H -1.17889 -0.96495 -8.54502
C -6.34049 1.13105 2.87898
Si 2.43881 -2.80755 1.65058
C -5.77019 0.31635 3.81858
O 0.54531 0.47235 0.23908
S 2.53421 0.71695 3.03678
C 0.42571 2.49715 -2.76802
C 1.17081 6.15655 -2.84552
H 1.75211 2.76985 5.87358
Te -2.06669 0.98835 1.57938
Si -0.09949 -2.60495 4.86358
H 3.97671 2.87145 5.46608
C 0.73611 3.88055 -0.88482
C -1.66669 -1.62045 5.34188
Ru 0.20271 0.34455 2.67748
H -1.68679 -3.52255 -1.34992
H 4.54001 -3.24855 2.92208
C 0.94951 3.05895 1.47208
C 0.24771 1.04975 -4.74662
H -0.15689 2.50115 4.32358
C 3.88031 -2.38725 2.83498
H -0.91869 -1.99655 -0.95362
H 0.31781 -0.09365 -8.88082
H 2.32871 4.70455 -4.04732
H -2.39879 -5.20575 2.46428
H -0.24689 1.53615 5.68808
C -1.66759 -5.05295 1.67738
N 0.08761 0.93025 -6.11862
F 0.41451 -1.31865 -4.35972
N -1.28299 1.14595 -8.31842
H 0.74721 -1.00215 -6.73552
H -4.08589 -3.10615 1.31248
C 0.47041 0.09875 -2.52632
H 2.08501 -5.15095 2.50598
H -0.93899 -0.87825 -6.21702
H -1.73979 1.24885 -9.23102
H 2.21541 -2.54265 -0.84632
C -3.26999 -2.39885 1.43818
H 0.56701 -0.77125 -1.89972
H -3.34219 -1.99725 2.44648
H 0.66231 7.09525 -2.99842
H 1.11291 5.63885 -5.01582
H -6.31439 -0.13655 4.62638
H 1.27431 -4.95055 0.95338
H -0.01769 -3.50665 -0.81112
H 2.28831 -2.50575 5.67438
H -1.25069 -4.82675 4.70128
H 0.13071 2.56095 -9.00992
N 1.60931 2.04525 5.17298
H 2.17541 -0.98695 -0.01692
N 0.28231 1.71985 4.83598
H -3.44059 -1.58105 0.73998
H 3.70201 -1.82105 -0.26462
H -3.78559 -0.46845 4.26428
C -0.54879 -0.13825 -8.21832
N 0.53201 3.75045 -2.21062
H -7.36549 1.43265 2.78738
C 2.65031 -1.96395 -0.03922
C 0.68661 1.87545 -7.03502
H 1.05791 2.74995 -6.50642
H 0.15761 3.17455 -4.76892
H -2.55679 -2.13575 4.98848
C -4.39539 0.14145 3.62208
C -0.26429 -4.49205 5.00428
C 2.64741 1.75525 4.36938
H -2.01969 1.14275 -7.60272
H -1.77529 -1.50245 6.41638
C 1.41801 5.28675 -4.03992
H 0.84681 4.88845 -0.51392
C -0.98919 -3.04275 -0.67002
H -0.95989 3.14405 -7.73292
H 4.47481 -1.55965 2.45718
H -1.62659 -0.62335 4.88628
H 0.47471 -4.99905 4.39108
C 1.44221 -1.82545 5.67438
S -5.20229 1.70235 1.74718
H 1.54971 1.41615 -7.53612
Si -1.56779 -3.22105 1.14188
H -0.68179 5.04965 -3.32882
C -0.14149 -0.35935 -6.75472
C 0.37221 -0.05675 -3.87962
H 4.63941 2.03115 4.11708
H 3.01371 -5.15525 1.02728
```

Values from the calculation:
Kohn-Sham gap (spin up / spin down) = 6.701 / 6.120 eV
net charge = +3
relative energy (zero: lowest compared OMol25 entry of this formula, charge and spin) = 0.0000 eV
⟨S²⟩ = 6.04
2S+1 = 5
max |F| = 0.0634 Eh/bohr

***

Formula: C31H53BBr2ClN2O5
Source: OMol25
Level of theory: ωB97M-V with the def2-TZVPD basis set

```
95
Properties=species:S:1:pos:R:3
C 0.60416 1.59055 3.15659
H 6.89096 -0.88584 2.23064
C 6.06194 -1.73937 -1.06140
H 0.81678 0.10053 -4.87051
H 3.32536 0.01594 1.27156
H 1.84635 3.14540 3.90902
H 5.84256 1.31152 0.60275
H -1.58262 3.20123 -2.33704
H 1.54259 1.08836 2.97868
H 1.63420 -1.47980 3.06518
H -6.45584 4.34864 -3.34282
H -2.06159 -2.02247 0.65425
C -2.00095 2.61492 -3.15629
C -5.09570 2.26957 -5.41905
C -1.83816 0.02585 -0.60127
H -2.50230 -1.06398 3.41735
H 5.78740 0.38539 2.66775
C 0.91212 3.07136 3.35238
H 5.48327 -3.54243 -2.15496
H 4.89493 -1.91794 3.01263
H 7.19804 0.26612 0.30372
C -0.38043 0.10600 -0.06787
H 4.50333 -3.21795 -0.73084
C -2.01710 1.59264 2.48184
C -2.56544 -0.22697 4.11072
H 4.27891 -2.25310 -2.17738
H 3.44948 -0.00647 2.99768
C -1.02125 -2.30812 0.77083
O -0.03411 -0.94341 -3.33636
H -0.95893 3.19443 4.45231
H -1.88748 0.45392 -3.05315
H 0.47148 -1.92338 -1.61507
B -0.50620 1.01087 2.10208
Br -4.59313 1.75804 3.78280
H -1.21614 2.50012 -3.90418
H -2.93439 -3.17407 3.57282
H -3.50807 1.11886 -2.76634
H 1.57606 0.47687 -0.82584
C 3.43405 -0.65803 2.12478
H -0.79624 -2.75467 2.87341
H -1.96581 -0.79596 -1.31494
C 0.59949 0.22469 -1.23888
H 2.67200 -2.63277 2.24994
C -7.36583 2.57752 -6.06800
H -0.04081 -3.93874 1.79550
H -8.43908 3.93943 -4.78777
C -2.12252 -4.21833 2.02810
H 1.94317 -1.16325 0.12268
C 1.36176 -1.63849 0.90658
H 1.81688 -1.13184 -2.41095
H -3.34254 -0.44583 4.83815
N -5.20974 3.10543 -4.39272
H -0.74124 -2.84550 -0.14070
C -0.91272 -3.29451 1.93373
O -0.45514 -0.49220 2.19006
C 5.03169 -2.74827 -1.56124
C 5.43394 -0.39651 -0.63910
C -0.15912 3.85431 4.12480
C 0.77506 -1.00855 -2.11308
C 5.95678 -0.40708 1.93333
C -0.10875 -1.07337 0.95879
H -2.44074 -4.51522 1.02555
C 6.13119 0.26132 0.54927
O -0.23616 1.27217 0.66917
H -3.98095 -4.20810 2.89708
O -2.22253 1.25096 -1.18171
H -1.83080 -5.14174 2.54646
H -5.98875 1.28305 -7.10432
Cl 1.31252 3.90109 1.79984
H -1.60174 -0.14299 4.61294
H 0.28659 4.36852 4.97628
Br -2.49958 3.21047 1.59971
H -8.20562 2.37074 -6.71919
C -2.43741 1.26717 -2.58212
H 6.60314 -2.15693 -0.21085
C 0.66044 -0.91121 -4.47562
N -3.24898 -3.54228 2.68242
H -0.61061 4.61641 3.49352
H 4.78936 -2.11823 1.27793
H -2.49907 -0.16522 0.24444
H 0.31786 1.08175 -1.85130
C -2.86657 1.03929 3.35014
C 2.23854 -1.63054 2.17354
O 1.02628 -1.87711 -5.08563
C -7.49876 3.44872 -4.99867
H -4.11887 1.81404 -5.54839
H 5.51272 0.29590 -1.48030
C -6.13838 1.97267 -6.28487
H 6.77865 -1.55052 -1.86211
H 0.26221 1.25169 4.14439
H 1.27209 -2.68149 0.59681
C 4.78182 -1.36899 2.07285
C -6.39288 3.67805 -4.19265
H 4.36790 -0.53718 -0.45985
H -2.84838 3.16434 -3.56038
```

Values from the calculation:
Kohn-Sham gap = 7.487 eV
net charge = -1
2S+1 = 1
max |F| = 0.0149 Eh/bohr